This record from OMol25 describes C4H7N2O as an isolated structure at a distorted geometry. The level of theory is wB97M-V/def2-TZVPD.

Each line ends with the natural charge from an NBO analysis.
Atoms and positions in Å:
C: -1.53 1.04 -0.04  0.45
C: 1.52 -0.50 -0.42  -0.74
C: -0.83 -0.13 -0.77  -0.61
C: 0.16 -0.81 0.09  0.25
N: 0.50 0.38 2.84  0.20
N: 0.22 0.16 1.81  0.03
O: -1.25 1.50 1.02  -0.45
H: -2.37 1.71 -0.53  0.21
H: 1.77 0.49 -0.91  0.28
H: 1.83 -1.15 -1.29  0.31
H: 2.31 -0.75 0.40  0.27
H: -1.71 -0.62 -1.11  0.29
H: -0.52 0.36 -1.61  0.27
H: -0.10 -1.68 0.48  0.22

Properties
DFT total energy in Ha: -340.9935
Total charge: +1
Largest force on an atom in Eh/bohr: 0.124
LUMO energy in eV: -5.80
HOMO in eV: -15.0

---

This record from OMol25 describes C5H12O2 as an isolated structure at a distorted geometry. The level of theory is wB97M-V/def2-TZVPD.

Each line ends with the natural charge from an NBO analysis.
Atoms and positions in Å:
C: -1.42 -1.82 0.50  -0.63
C: -0.42 -0.90 -0.10  -0.29
C: -0.69 0.61 0.00  0.07
O: -0.77 0.89 1.38  -0.73
C: 0.40 1.44 -0.71  -0.45
C: 1.76 0.84 -0.37  -0.08
O: 1.83 -0.53 -0.71  -0.74
H: -1.03 -2.83 0.36  0.21
H: -1.45 -1.59 1.57  0.22
H: -2.41 -1.74 0.05  0.20
H: -0.32 -1.09 -1.20  0.23
H: 0.52 -1.26 0.79  0.12
H: -1.66 0.82 -0.50  0.17
H: -0.83 1.84 1.50  0.47
H: 0.34 2.50 -0.41  0.21
H: 0.23 1.42 -1.79  0.21
H: 1.93 0.96 0.71  0.17
H: 2.57 1.34 -0.92  0.18
H: 1.53 -1.02 0.11  0.47

Properties
DFT total energy in Ha: -348.0985
Total charge: 0
Largest force on an atom in Eh/bohr: 0.074
LUMO energy in eV: 0.82
HOMO in eV: -9.3

---

This record from OMol25 describes C32H49Cl3Cs2FN5O8 as an isolated structure at a distorted geometry. The level of theory is wB97M-V/def2-TZVPD.

Each line ends with the Mulliken charge.
Atoms and positions in Å:
F: 0.87 -0.65 -1.87  -0.31
C: -0.43 -1.07 -2.07  0.44
C: -1.19 -0.18 -3.11  -0.29
C: -2.65 -0.59 -3.04  0.41
C: -3.57 0.01 -2.13  -0.27
C: -4.86 -0.57 -2.24  -0.23
N: -5.14 -1.54 -3.08  0.38
N: -4.36 -2.11 -3.98  -0.87
C: -3.16 -1.60 -3.90  -0.13
H: -0.46 -2.13 -2.40  -0.53
H: -1.00 -1.03 -1.11  0.40
H: -0.72 -0.35 -4.10  0.60
H: -1.04 0.87 -2.79  -0.29
H: -3.31 0.81 -1.41  0.38
H: -5.65 -0.19 -1.58  0.35
H: -6.09 -1.90 -3.06  0.29
H: -2.43 -2.05 -4.60  0.46
O: -3.40 2.89 -1.78  -0.88
H: -3.42 2.82 -2.74  0.06
C: -0.30 4.75 -1.57  -0.83
C: 0.26 5.85 -1.05  0.22
C: 1.29 6.62 -1.79  0.84
O: 1.77 7.63 -1.30  -0.64
C: 1.69 6.14 -3.12  -1.96
C: 1.13 5.04 -3.64  1.49
C: 0.08 4.28 -2.91  0.78
O: -0.41 3.30 -3.43  -0.57
O: 1.50 4.57 -4.88  -0.72
O: -0.07 6.30 0.17  -0.59
H: -1.05 4.17 -1.05  0.71
H: 2.45 6.70 -3.64  0.62
H: 0.95 3.77 -5.03  0.19
H: 0.47 7.09 0.32  0.35
O: 1.01 5.49 -9.40  -0.60
C: 0.95 4.89 -8.27  0.52
C: 0.60 3.27 -8.49  -0.34
O: 0.55 2.71 -7.33  -0.55
H: 0.19 5.25 -7.56  -0.30
H: 1.87 4.90 -7.66  0.13
H: 1.37 2.91 -9.20  0.29
H: -0.31 3.26 -9.11  0.28
N: -6.28 5.40 -0.45  -0.80
C: -6.47 6.16 0.68  -0.69
C: -5.48 5.85 1.58  -0.55
C: -4.65 4.87 0.97  -0.39
C: -5.16 4.61 -0.28  -1.14
H: -6.86 5.42 -1.28  0.70
H: -7.29 6.86 0.75  0.62
H: -5.36 6.28 2.56  0.41
H: -3.78 4.40 1.39  0.52
H: -4.83 3.93 -1.07  1.21
Cs: 0.67 6.61 -5.23  0.93
C: 0.66 -4.93 -1.76  -0.12
Cl: -0.07 -4.41 -3.29  -0.20
Cl: 0.05 -6.51 -1.26  -0.16
H: 1.73 -4.98 -1.88  0.33
H: 0.41 -4.20 -0.99  0.14
Cs: -5.68 7.42 -1.64  0.94
C: 2.04 -1.02 1.33  -0.86
C: 2.55 0.15 2.16  -0.37
C: 1.46 1.19 2.43  -0.48
C: 0.97 1.75 1.15  0.18
N: 0.58 2.16 0.16  -0.34
H: 1.71 -0.70 0.34  0.28
H: 2.83 -1.76 1.18  0.24
H: 1.20 -1.52 1.82  0.28
H: 3.39 0.61 1.65  0.30
H: 2.92 -0.23 3.12  0.20
H: 1.86 2.01 3.04  0.31
H: 0.62 0.75 2.97  0.28
C: 1.63 -6.77 4.04  -1.87
C: 2.70 -5.70 3.70  2.21
C: 4.07 -6.15 4.23  -1.37
C: 4.22 -6.02 5.74  -0.48
C: 3.85 -4.62 6.20  -1.27
C: 2.46 -4.17 5.71  1.71
N: 2.28 -4.38 4.25  0.32
O: 2.96 -3.43 3.61  -0.66
C: 1.38 -4.93 6.50  -1.75
C: 2.25 -2.70 6.10  -1.94
C: 2.76 -5.69 2.17  -2.23
H: 1.48 -7.47 3.22  0.48
H: 1.89 -7.37 4.91  0.31
H: 0.65 -6.31 4.23  0.36
H: 4.86 -5.55 3.76  0.42
H: 4.26 -7.18 3.93  0.35
H: 3.61 -6.77 6.25  0.31
H: 5.25 -6.24 6.02  0.38
H: 3.89 -4.57 7.29  0.39
H: 4.61 -3.92 5.84  0.36
H: 0.38 -4.70 6.11  0.37
H: 1.39 -4.64 7.55  0.45
H: 1.50 -6.01 6.49  0.32
H: 3.03 -2.05 5.71  0.33
H: 2.27 -2.59 7.19  0.43
H: 1.28 -2.34 5.75  0.44
H: 1.81 -5.37 1.74  0.53
H: 2.97 -6.69 1.80  0.48
H: 3.55 -5.04 1.79  0.34
Cl: -6.82 2.65 -1.25  -0.79

Properties
DFT total energy in Ha: -3644.4337
Total charge: 0
Largest force on an atom in Eh/bohr: 0.276
LUMO energy in eV: -3.48
HOMO in eV: -4.5

---

This record from OMol25 describes C6H12NO4P as an isolated structure at a distorted geometry. The level of theory is wB97M-V/def2-TZVPD.

Each line ends with the natural charge from an NBO analysis.
Atoms and positions in Å:
C: 0.67 1.20 -0.73  -0.46
C: 0.90 -1.24 -0.48  -0.05
C: -0.05 -0.15 -1.11  -0.34
C: 1.84 0.68 0.13  0.37
C: -1.18 0.59 2.22  -0.48
C: -1.43 -0.09 -0.57  -0.03
N: -2.13 1.09 -0.44  0.39
O: -1.74 2.24 -0.66  -0.38
O: -3.35 0.80 -0.18  -0.46
O: 1.41 -0.59 0.63  -0.53
O: 3.03 0.62 -0.61  -0.72
P: -2.60 -1.32 -0.12  0.47
H: 1.06 1.76 -1.50  0.24
H: 0.18 1.90 -0.07  0.26
H: 0.30 -2.10 -0.15  0.20
H: 1.66 -1.40 -1.14  0.18
H: 0.12 -0.40 -2.23  0.26
H: 2.08 1.36 1.09  0.16
H: -1.27 1.69 2.19  0.18
H: -2.13 0.21 2.38  0.16
H: -0.30 -0.08 2.43  0.21
H: 3.69 0.41 -0.01  0.47
H: -1.99 -2.34 -0.72  -0.09
H: -3.66 -1.33 -1.02  0.01

Properties
DFT total energy in Ha: -932.5799
Total charge: 0
Largest force on an atom in Eh/bohr: 0.087
LUMO energy (spin up / spin down) in eV: -0.13 / -2.21
HOMO (spin up / spin down) in eV: -8.8 / -8.8

---

This record from OMol25 describes C26H34BeN3O4P2STe as an isolated structure at a distorted geometry. The level of theory is wB97M-V/def2-TZVPD.

Each line ends with the Mulliken charge.
Atoms and positions in Å:
Be: -0.51 -0.91 -0.94  -0.60
O: -2.47 -2.84 -0.81  -0.49
N: -1.20 -2.46 -0.42  0.69
C: -0.58 -3.51 -0.03  -0.46
C: 0.75 -3.69 0.53  0.50
C: 0.99 -4.92 1.15  -1.06
C: 2.18 -5.18 1.79  -0.72
C: 3.18 -4.22 1.81  -0.73
C: 2.98 -3.01 1.17  -0.19
C: 1.78 -2.74 0.52  -0.04
P: 1.57 -1.15 -0.33  2.40
C: 2.75 -1.18 -1.69  0.40
C: 2.96 0.03 -2.36  -0.18
C: 3.67 0.05 -3.55  -0.88
C: 4.15 -1.14 -4.08  -0.67
C: 3.94 -2.34 -3.42  -0.74
C: 3.24 -2.37 -2.23  -0.86
C: 2.15 0.00 0.94  0.32
C: 3.38 0.65 0.88  -0.09
C: 3.74 1.52 1.90  -0.72
C: 2.89 1.74 2.97  -0.60
C: 1.68 1.06 3.05  -0.66
C: 1.31 0.20 2.04  -0.61
H: -3.15 -2.11 -0.77  0.11
H: -1.18 -4.42 -0.07  0.39
H: 0.20 -5.67 1.14  0.42
H: 2.34 -6.14 2.26  0.42
H: 4.12 -4.42 2.31  0.45
H: 3.76 -2.26 1.18  0.46
H: 2.53 0.94 -1.97  0.30
H: 3.84 0.98 -4.06  0.45
H: 4.68 -1.13 -5.03  0.41
H: 4.31 -3.26 -3.84  0.43
H: 3.05 -3.31 -1.72  0.38
H: 4.05 0.47 0.05  0.45
H: 4.70 2.03 1.85  0.45
H: 3.18 2.43 3.76  0.42
H: 1.03 1.22 3.90  0.45
H: 0.36 -0.34 2.08  0.30
C: 1.85 3.57 -0.76  -0.96
C: 0.47 3.53 -1.38  -0.13
O: 0.26 2.26 -2.03  -0.20
P: -0.98 1.31 -1.71  0.41
O: -0.80 0.61 -0.37  0.10
Te: -0.98 -0.44 -3.29  -0.25
O: -2.19 2.32 -1.50  0.00
C: -2.93 2.84 -2.63  -0.17
C: -4.33 3.20 -2.18  -1.25
H: 2.08 4.59 -0.44  0.48
H: 2.59 3.26 -1.50  0.28
H: 1.91 2.91 0.10  0.03
H: 0.38 4.30 -2.15  0.32
H: -0.30 3.70 -0.62  0.27
H: -2.96 2.07 -3.41  0.34
H: -2.40 3.71 -3.02  0.26
H: -4.81 2.33 -1.75  0.28
H: -4.91 3.56 -3.03  0.41
H: -4.29 4.00 -1.43  0.31
C: -4.74 -0.49 3.61  -1.03
N: -4.42 -0.79 2.22  -0.16
C: -4.28 0.06 1.19  0.75
S: -4.40 -0.55 -0.39  -0.55
N: -4.08 1.37 1.32  -0.14
C: -3.83 2.17 2.51  -1.16
H: -4.78 -1.43 4.15  0.35
H: -5.71 0.00 3.71  0.34
H: -3.97 0.12 4.07  0.33
H: -4.64 -1.72 1.91  0.27
H: -3.88 1.82 0.43  0.03
H: -4.62 2.06 3.24  0.42
H: -3.78 3.21 2.22  0.36
H: -2.87 1.91 2.97  0.36

Properties
DFT total energy in Ha: -2840.0220
Total charge: +1
Largest force on an atom in Eh/bohr: 0.021
LUMO energy in eV: -3.08
HOMO in eV: -10.5

---

This record from OMol25 describes C26H53Ge2InOSi3 as an isolated structure. The level of theory is wB97M-V/def2-TZVPD.

Each line ends with the Mulliken charge.
Atoms and positions in Å:
In: -0.76 0.12 -0.15  -0.53
C: -0.10 0.19 3.40  -1.44
O: -0.84 -0.02 2.19  0.87
Si: -2.51 -0.45 2.21  0.56
C: -3.45 0.91 3.08  -1.23
C: -2.69 -2.02 3.18  -1.36
C: -2.74 -0.57 0.34  0.62
Si: -2.95 -2.35 -0.35  0.64
C: -2.86 -2.34 -2.23  -1.19
C: -1.52 -3.43 0.26  -0.78
C: -4.58 -3.09 0.18  -1.09
Si: -3.82 0.80 -0.45  0.13
C: -5.63 0.51 -0.15  -1.08
C: -3.24 2.46 0.26  -0.56
C: -3.48 0.94 -2.29  -1.02
H: 0.03 -0.76 3.93  0.35
H: -0.62 0.90 4.05  0.39
H: 0.89 0.59 3.15  0.30
H: -3.54 0.66 4.15  0.46
H: -4.46 1.02 2.70  0.31
H: -2.96 1.88 3.00  0.29
H: -2.52 -1.81 4.24  0.46
H: -2.00 -2.81 2.88  0.29
H: -3.71 -2.41 3.11  0.40
H: -2.03 -1.75 -2.64  0.29
H: -3.78 -1.99 -2.70  0.32
H: -2.70 -3.37 -2.57  0.47
H: -0.69 -2.86 0.68  -0.04
H: -1.13 -4.04 -0.56  0.46
H: -1.85 -4.12 1.04  0.50
H: -5.43 -2.45 -0.08  0.26
H: -4.61 -3.28 1.26  0.34
H: -4.73 -4.04 -0.33  0.40
H: -5.88 0.37 0.91  0.34
H: -5.98 -0.37 -0.69  0.31
H: -6.22 1.37 -0.51  0.43
H: -3.96 2.87 0.99  0.52
H: -3.15 3.20 -0.54  0.48
H: -2.28 2.42 0.79  -0.37
H: -3.86 0.10 -2.88  0.36
H: -2.42 1.05 -2.54  0.22
H: -3.97 1.84 -2.66  0.44
C: 1.59 4.47 1.27  -1.50
C: 0.56 3.33 1.15  0.13
Ge: 1.01 2.26 -0.43  -0.58
C: 0.09 2.82 -2.09  -0.11
C: 0.75 4.08 -2.65  -1.39
C: 2.88 1.92 -0.75  -0.59
C: 3.39 0.69 -0.78  0.95
Ge: 2.11 -0.70 -0.35  -0.57
C: 2.08 -1.29 1.52  0.76
C: 3.22 -2.28 1.82  -1.46
C: 1.39 -1.89 -1.73  0.20
C: 2.31 -3.07 -2.07  -1.51
C: 4.77 0.28 -1.05  0.47
C: 5.80 1.20 -1.28  -0.54
C: 7.09 0.77 -1.53  -0.78
C: 7.38 -0.59 -1.54  -0.52
C: 6.38 -1.52 -1.31  -1.31
C: 5.09 -1.08 -1.06  -0.21
H: 1.33 5.10 2.12  0.41
H: 1.60 5.11 0.38  0.33
H: 2.59 4.08 1.43  0.38
H: -0.45 3.72 1.00  0.29
H: 0.55 2.73 2.06  0.22
H: -0.96 3.02 -1.86  0.27
H: 0.13 2.01 -2.82  0.41
H: 0.70 4.92 -1.95  0.32
H: 0.25 4.40 -3.56  0.41
H: 1.80 3.91 -2.90  0.34
H: 3.52 2.79 -0.93  0.57
H: 1.11 -1.75 1.73  -0.03
H: 2.17 -0.41 2.14  0.03
H: 3.17 -3.17 1.19  0.28
H: 3.13 -2.61 2.85  0.46
H: 4.20 -1.82 1.69  0.39
H: 1.19 -1.28 -2.62  0.47
H: 0.43 -2.28 -1.37  -0.05
H: 3.28 -2.73 -2.46  0.43
H: 1.85 -3.68 -2.85  0.44
H: 2.49 -3.71 -1.21  0.36
H: 5.60 2.27 -1.28  0.38
H: 7.87 1.49 -1.71  0.42
H: 8.39 -0.93 -1.73  0.42
H: 6.60 -2.58 -1.31  0.44
H: 4.31 -1.83 -0.88  0.62

Properties
DFT total energy in Ha: -6309.7174
Total charge: +2
Largest force on an atom in Eh/bohr: 0.014
LUMO energy in eV: -7.28
HOMO in eV: -14.0

---

This record from OMol25 describes C10H20N6O4 as an isolated structure at a distorted geometry. The level of theory is wB97M-V/def2-TZVPD.

Each line ends with the natural charge from an NBO analysis.
Atoms and positions in Å:
C: 2.86 0.68 -0.53  -0.20
C: 2.25 0.27 0.94  0.70
C: 4.38 0.35 -0.43  -0.48
C: 4.59 -1.30 -0.55  0.69
C: 0.01 0.55 -0.43  -0.11
C: -0.64 1.88 0.00  0.76
C: -1.09 -0.54 -0.41  -0.40
C: -1.71 -0.73 0.92  -0.47
C: -2.88 -1.62 0.65  -0.22
C: -4.97 -0.53 -0.29  0.59
H: 1.94 2.11 -2.13  0.38
H: 3.28 3.02 -0.84  0.43
H: 2.53 0.08 -1.37  0.23
H: 4.78 0.65 0.39  0.19
H: 5.16 1.06 -1.01  0.22
H: 5.50 -2.84 0.64  0.41
H: 5.28 -1.36 1.56  0.44
H: 0.39 0.26 1.80  0.41
H: 0.72 0.71 -1.19  0.24
H: -1.77 -0.11 -1.04  0.24
H: -0.80 -1.64 -0.66  0.24
H: -1.99 0.00 1.69  0.24
H: -1.32 -1.50 1.56  0.23
H: -2.74 -2.65 0.27  0.21
H: -3.42 -1.88 1.64  0.19
H: -4.70 -2.35 -0.62  0.44
H: -6.77 -0.35 0.01  0.34
H: -3.74 1.01 -0.41  0.40
H: -5.15 1.85 -0.48  0.43
H: 1.05 2.65 0.21  0.52
N: 2.45 2.03 -0.81  -0.91
N: 5.09 -1.79 0.61  -0.84
N: 0.91 0.31 0.82  -0.65
N: -3.91 -1.49 -0.47  -0.69
N: -6.22 -1.07 -0.45  -0.80
N: -4.71 0.91 -0.07  -0.90
O: 2.91 0.13 1.89  -0.60
O: 4.25 -1.79 -1.68  -0.62
O: -1.85 2.03 -0.13  -0.61
O: 0.06 3.00 0.39  -0.68

Properties
DFT total energy in Ha: -1022.2611
Total charge: 0
Largest force on an atom in Eh/bohr: 0.137
LUMO energy in eV: -0.33
HOMO in eV: -8.3

---

This record from OMol25 describes a 6-piece molecular cluster, C15H31IN12O8P overall at a distorted geometry. The level of theory is wB97M-V/def2-TZVPD.

Each line ends with the natural charge from an NBO analysis.
Atoms and positions in Å:
N: 0.82 -1.77 -0.28  -0.80
C: 1.03 -0.29 -0.55  0.20
C: 2.51 0.23 -1.05  -0.21
C: 2.80 1.82 -1.37  0.05
C: 4.28 2.39 -1.90  -0.14
O: 5.11 1.16 -2.11  -0.29
O: 5.79 1.08 -0.97  -0.47
C: 1.63 2.97 -1.18  -0.23
C: 0.14 2.45 -0.67  -0.06
C: -1.11 3.52 -0.46  0.13
N: -2.50 3.10 0.05  -0.53
C: -2.76 1.61 0.35  -0.16
P: -4.51 1.10 1.04  0.88
O: -4.27 1.20 2.80  -0.93
I: -5.01 -1.26 0.46  -0.03
C: -1.65 0.42 0.17  -0.19
C: -0.15 0.84 -0.37  -0.05
H: 1.43 -2.32 -0.94  0.41
H: -0.20 -1.98 -0.41  0.39
H: 3.37 -0.57 -1.17  0.27
H: 4.16 2.90 -2.96  0.24
H: 4.80 3.10 -1.14  0.25
H: 5.81 0.10 -0.77  0.51
H: 1.85 4.11 -1.39  0.26
H: -0.87 4.65 -0.72  0.27
H: -3.24 3.82 0.18  0.46
H: -3.29 0.93 2.91  0.49
H: -1.97 -0.69 0.43  0.28
C: 8.30 0.88 -4.60  0.76
O: 7.61 0.08 -5.20  -0.67
N: 7.89 1.47 -3.46  -0.85
N: 9.52 1.26 -5.01  -0.84
H: 8.44 2.14 -2.94  0.38
H: 6.97 1.22 -3.11  0.42
H: 9.87 0.84 -5.87  0.41
H: 10.10 1.92 -4.53  0.39
C: 6.23 -1.73 1.61  0.79
O: 6.33 -0.92 0.70  -0.73
N: 5.06 -2.30 1.96  -0.81
N: 7.28 -2.13 2.34  -0.85
H: 4.96 -2.96 2.70  0.41
H: 4.24 -2.02 1.43  0.40
H: 8.18 -1.73 2.11  0.41
H: 7.22 -2.80 3.10  0.41
C: 5.90 -0.43 5.23  0.77
O: 5.21 -1.23 4.62  -0.70
N: 5.49 0.16 6.37  -0.84
N: 7.12 -0.05 4.81  -0.85
H: 6.04 0.83 6.88  0.39
H: 4.57 -0.09 6.71  0.41
H: 7.47 -0.47 3.96  0.41
H: 7.70 0.61 5.30  0.39
C: -9.14 -0.89 0.15  0.76
O: -8.51 -1.37 -0.78  -0.69
N: -10.47 -0.65 0.09  -0.83
N: -8.57 -0.55 1.32  -0.85
H: -11.00 -0.25 0.84  0.40
H: -10.94 -0.88 -0.78  0.42
H: -7.58 -0.72 1.41  0.39
H: -9.07 -0.16 2.10  0.39
C: -13.34 -2.45 -1.74  0.76
O: -13.42 -1.83 -0.69  -0.68
N: -14.19 -2.27 -2.76  -0.84
N: -12.39 -3.38 -1.97  -0.84
H: -14.14 -2.76 -3.63  0.39
H: -14.92 -1.58 -2.63  0.41
H: -11.72 -3.55 -1.23  0.41
H: -12.30 -3.90 -2.83  0.39

Properties
DFT total energy in Ha: -2487.6549
Total charge: +1
Largest force on an atom in Eh/bohr: 0.113
LUMO energy in eV: -5.03
HOMO in eV: -10.9

---

> DFT total energy of number 7 (C10H20N6O4)?

-1022.2611 Ha

---

> Look up the largest force on an atom of the second one.

0.074 Eh/bohr

---

> The highest total charge belongs to which entry?

C26H53Ge2InOSi3

---

> The lowest DFT total energy belongs to which entry?

C26H53Ge2InOSi3